Record 1
DFT (the ωB97M-V functional and the def2-TZVPD basis) results for a cluster of 2 separate species, C4H8O3 in total.

XYZ file:
```
15
Properties=species:S:1:pos:R:3:forces:R:3:mulliken_charge:R:1
C -0.8024 1.2613 -1.3210 -0.079 0.022 -0.021 -1.1088
C -0.9340 0.5607 0.0059 -0.230 0.053 0.182 0.6517
O -1.9350 0.6145 0.6873 0.429 0.026 -0.300 -0.5299
C 0.2584 -0.2239 0.5303 -0.090 -0.024 0.163 -0.2606
O 1.1898 -0.4872 -0.5228 0.119 0.006 -0.020 -0.2786
C 2.4897 -0.5000 -0.1872 0.187 0.047 0.338 0.1535
O 2.9359 -0.3021 0.9104 -0.227 -0.094 -0.498 -0.4845
H -0.6861 0.5204 -2.1187 -0.004 0.085 0.096 0.3115
H 0.0925 1.8923 -1.3422 -0.099 -0.101 0.035 0.3106
H -1.6951 1.8634 -1.4953 0.120 -0.088 0.021 0.3306
H 0.7436 0.3501 1.3260 -0.076 -0.029 -0.085 0.3036
H -0.0891 -1.1690 0.9576 0.033 0.140 -0.060 0.2475
H 3.0875 -0.7199 -1.0831 -0.044 0.029 0.109 0.3602
H -2.3294 -1.4699 1.7313 -0.030 -0.104 0.045 -0.1916
H -2.3264 -2.1909 1.9216 -0.008 0.030 -0.006 0.1849
```
Forces are in eV/Å.

Calculated values
HOMO energy ... -0.3741 hartree
Relative energy (zero: lowest compared OMol25 entry of this formula, charge and spin) ... 1.9260 eV
HOMO-LUMO gap ... 10.92 eV
Strongest force on any atom ... 0.55 eV Å⁻¹

***

Record 2
DFT (the ωB97M-V functional and the def2-TZVPD basis) results for a cluster of 7 separate species, C57H72FN8O2 in total in a non-equilibrium geometry.

XYZ file:
```
140
Properties=species:S:1:pos:R:3:forces:R:3:mulliken_charge:R:1
C 6.7225 -2.6881 -0.2688 0.911 0.491 0.585 -0.9233
C 7.8963 -1.7036 0.0104 -0.951 -0.267 -0.044 -0.7372
C 7.6842 -0.3543 -0.6979 0.853 -0.049 -0.134 -0.6993
C 7.3296 -0.4872 -2.2050 -0.055 -0.270 0.686 -0.9422
C 5.8237 -0.2770 -2.5091 0.334 0.790 -0.368 -0.0173
C 5.5778 0.9851 -3.3862 -0.015 -0.285 0.114 -0.3725
C 4.5133 0.8068 -4.4744 0.129 -0.617 0.199 -1.6789
C 3.1168 0.3594 -3.9667 0.059 0.615 0.109 -0.6650
C 2.7636 0.7878 -2.5183 -1.158 -0.188 -0.611 0.0486
C 1.2494 1.2035 -2.4404 0.616 0.766 1.059 -1.8537
C 0.5485 0.6277 -1.2196 -0.030 -0.165 -1.779 0.9219
C -0.2587 -0.4901 -1.4151 -0.340 -0.306 0.178 0.8514
C -0.4516 -1.1086 -2.7880 0.337 0.401 0.875 -1.2170
O -1.3780 -0.2823 -3.4414 0.459 -0.021 -0.396 -0.3450
C -1.4518 -0.5609 -4.8401 -0.856 0.293 -0.071 -0.8974
C -0.9304 -1.0309 -0.3295 0.226 -0.290 -1.289 -0.4613
C -0.7889 -0.4619 0.8899 -0.905 -0.413 1.344 1.1110
C -1.5390 -1.0831 2.0591 -0.415 -0.595 -0.318 -1.7246
O -2.6301 -0.2794 2.4421 0.536 0.035 0.255 0.2918
C -3.0094 -0.4535 3.8009 -0.235 0.419 0.395 -1.0327
N -0.0154 0.6293 1.0538 -0.028 -0.041 0.562 1.0763
C 0.0312 1.1902 2.4029 -0.315 0.507 0.437 -1.1862
C 1.0207 0.8365 3.2746 1.748 -1.637 -0.474 -0.4771
C 1.0822 1.3034 4.5675 -0.911 0.517 0.127 -0.6870
C 0.0570 2.1718 4.9294 0.895 -0.523 0.202 -0.7392
C -0.8808 2.4777 3.9684 -1.202 1.182 0.788 -0.6454
N -0.9409 2.0090 2.7352 0.234 0.058 -0.606 -0.0938
C 0.6725 1.1773 0.0314 0.461 0.186 0.651 0.6375
C 1.5627 2.3880 0.2467 -0.308 0.796 -0.484 0.8896
F 2.3478 2.2961 1.3801 -0.133 -0.076 0.039 -0.3875
C 0.7715 3.7263 0.1792 0.663 -0.265 -1.018 -0.6437
C 1.5467 4.7108 -0.7403 -0.064 -0.502 0.048 -1.2552
H 5.7951 -2.1244 -0.1212 -0.074 -0.330 -0.202 0.1375
H 6.7948 -3.1122 -1.2715 -0.293 0.024 0.103 0.2908
H 6.7780 -3.4848 0.4793 -0.208 -0.085 -0.291 0.3889
H 7.9325 -1.5872 1.1002 0.165 0.284 -0.171 0.3826
H 8.8566 -2.1412 -0.2848 -0.175 0.026 -0.076 0.3004
H 8.6411 0.1808 -0.6180 -0.235 0.083 0.028 0.2740
H 6.9431 0.2722 -0.1857 0.001 -0.213 -0.009 0.4230
H 7.9555 0.2280 -2.7472 -0.271 -0.103 -0.155 0.4819
H 7.6367 -1.4912 -2.5194 0.046 0.217 -0.149 0.4997
H 5.3185 -0.1038 -1.5518 -0.140 -0.415 -0.176 -0.0397
H 5.3876 -1.1456 -3.0178 0.075 0.000 0.261 0.3536
H 5.3150 1.8396 -2.7550 0.138 -0.084 -0.087 0.2675
H 6.5202 1.2763 -3.8575 -0.203 -0.047 -0.095 0.6039
H 4.8600 0.0267 -5.1665 0.010 0.248 -0.015 0.4073
H 4.4320 1.7335 -5.0521 -0.062 -0.082 0.131 0.3510
H 2.3785 0.7984 -4.6513 0.072 -0.082 0.127 0.3842
H 2.9629 -0.7241 -4.0359 0.276 0.114 -0.045 0.3293
H 2.9200 -0.0631 -1.8473 0.214 0.236 0.031 0.3135
H 3.3398 1.6441 -2.1647 0.241 -0.272 -0.142 0.1570
H 0.6952 0.9998 -3.3533 0.024 -0.181 0.184 0.9408
H 1.2240 2.2932 -2.3173 -0.119 -0.133 -0.358 0.0642
H -0.8089 -2.1401 -2.6522 0.056 0.101 -0.306 0.6833
H 0.5375 -1.0888 -3.2720 -0.292 -0.334 -0.241 0.1651
H -1.9976 0.2708 -5.2953 0.100 -0.084 0.128 0.2694
H -0.4710 -0.6170 -5.3264 -0.042 -0.215 0.249 0.3684
H -2.0654 -1.4584 -4.9881 0.408 -0.072 -0.181 0.3616
H -1.5519 -1.9055 -0.4894 -0.020 0.110 0.305 0.5594
H -1.9416 -2.0421 1.6955 0.331 0.064 0.007 0.4782
H -0.8665 -1.3401 2.8897 -0.040 0.343 -0.033 0.3856
H -3.4098 0.5087 4.1385 -0.075 -0.200 -0.082 0.2540
H -3.7800 -1.2236 3.9285 0.165 0.033 -0.151 0.2843
H -2.1592 -0.6904 4.4552 -0.018 -0.037 -0.259 0.3843
H 1.7952 0.1526 2.9279 -0.125 0.127 0.016 0.5447
H 1.8582 1.0019 5.2585 0.008 0.001 -0.135 0.5025
H 0.0100 2.5854 5.9293 -0.142 0.088 -0.153 0.4804
H -1.6627 3.1854 4.2537 0.025 -0.194 -0.234 0.4854
H 2.2551 2.4193 -0.5954 0.005 -0.272 0.207 -0.6704
H 0.5901 4.1408 1.1715 -0.157 -0.256 -0.060 0.4754
H -0.1485 3.4825 -0.3638 -0.269 0.268 0.622 0.3344
H 1.2738 5.7518 -0.5663 0.139 -0.105 0.018 0.3928
H 1.3165 4.4664 -1.7842 -0.034 0.184 0.129 0.3503
H 2.6273 4.5548 -0.6474 -0.120 0.393 0.253 0.3044
N -0.4911 -5.1480 2.5386 -0.057 0.067 -0.195 -0.6172
C -1.3352 -5.9662 1.9074 0.001 0.004 0.243 -0.5018
C -1.4246 -6.0626 0.5252 0.016 0.050 -0.057 -0.4261
C -0.5960 -5.2639 -0.2447 -0.036 0.014 -0.065 -0.4039
C 0.2872 -4.4068 0.3948 -0.024 0.064 -0.032 -0.0626
C 0.2998 -4.3898 1.7806 -0.012 0.032 0.136 -0.5147
H -1.9678 -6.5717 2.5460 -0.019 -0.073 -0.100 0.4771
H -2.1273 -6.7461 0.0683 -0.040 -0.001 0.075 0.6421
H -0.6371 -5.3083 -1.3265 0.010 -0.023 0.011 0.4388
H 0.9529 -3.7647 -0.1688 0.050 -0.032 0.020 0.5262
H 0.9778 -3.7365 2.3225 0.052 -0.004 -0.056 0.4719
N -5.5805 -1.8757 -3.2261 0.029 -0.017 0.208 -0.5909
C -4.6806 -1.0325 -2.7230 -0.003 -0.011 -0.160 -0.5811
C -4.4747 -0.8430 -1.3640 0.030 -0.041 0.002 -0.0256
C -5.2515 -1.5691 -0.4754 0.020 -0.011 0.092 -0.0558
C -6.1949 -2.4505 -0.9782 0.042 0.024 -0.014 -0.7048
C -6.3172 -2.5664 -2.3556 -0.010 -0.011 -0.153 -0.2528
H -4.0981 -0.4831 -3.4539 0.039 0.053 0.079 0.5152
H -3.7264 -0.1433 -1.0133 -0.040 0.052 -0.028 0.5007
H -5.1237 -1.4491 0.5942 0.000 0.013 -0.005 0.4234
H -6.8221 -3.0353 -0.3195 -0.013 -0.007 -0.027 0.4033
H -7.0398 -3.2459 -2.7937 -0.021 -0.008 0.063 0.3673
N -6.7947 3.7090 1.1873 0.170 -0.037 0.067 -0.5585
C -5.8308 4.6208 1.3079 -0.117 0.051 -0.070 -0.3687
C -4.5197 4.3177 1.6440 -0.051 -0.059 0.006 -0.7950
C -4.1923 2.9901 1.8712 0.126 -0.033 0.065 0.4520
C -5.1815 2.0270 1.7520 -0.022 0.062 -0.016 -0.2855
C -6.4609 2.4383 1.4076 -0.153 0.026 -0.045 -0.5519
H -6.1359 5.6458 1.1234 0.083 0.022 0.002 0.4622
H -3.7774 5.1008 1.7254 -0.026 0.019 -0.007 0.4477
H -3.1803 2.7080 2.1367 -0.007 -0.041 -0.057 0.6728
H -4.9653 0.9803 1.9213 0.002 0.002 -0.022 0.2725
H -7.2665 1.7199 1.2995 0.039 -0.039 0.018 0.3973
N -2.6940 -9.3261 1.6858 0.089 -0.077 -0.002 -0.3509
C -3.2308 -10.2588 2.4728 -0.061 0.144 -0.002 -0.1704
C -2.7580 -11.5594 2.5567 0.035 0.021 -0.043 -0.4591
C -1.6688 -11.9140 1.7775 0.024 -0.077 0.014 -0.1667
C -1.0974 -10.9596 0.9517 -0.031 -0.014 0.033 -0.7259
C -1.6460 -9.6875 0.9461 -0.072 0.122 -0.005 0.1630
H -4.0828 -9.9379 3.0619 0.001 -0.064 0.026 0.3575
H -3.2317 -12.2746 3.2149 -0.016 0.021 0.001 0.3484
H -1.2705 -12.9201 1.8135 -0.006 0.010 0.001 0.3772
H -0.2466 -11.1955 0.3273 -0.006 0.023 -0.004 0.3528
H -1.2318 -8.9064 0.3178 0.095 -0.080 -0.031 0.2944
N 6.6887 3.9067 -3.6407 0.110 0.317 -0.092 -0.2092
C 7.9584 3.7760 -3.2567 -0.136 -0.101 0.056 0.0713
C 8.9819 4.6097 -3.6786 -0.020 0.006 -0.015 -0.8032
C 8.6714 5.6378 -4.5536 0.061 0.056 -0.028 -0.1596
C 7.3584 5.7908 -4.9671 0.012 -0.023 0.016 -0.5888
C 6.4104 4.9036 -4.4819 -0.070 -0.101 0.073 -0.1677
H 8.1560 2.9551 -2.5734 0.063 0.017 0.001 0.3757
H 9.9944 4.4567 -3.3311 -0.013 -0.019 0.009 0.3668
H 9.4420 6.3104 -4.9081 -0.007 -0.008 0.003 0.3805
H 7.0748 6.5800 -5.6499 -0.019 -0.013 0.004 0.3692
H 5.3695 4.9877 -4.7767 0.022 0.058 -0.044 0.3653
N -9.8455 6.8358 5.2964 0.171 -0.048 -0.024 -0.5311
C -8.9285 7.0217 6.2451 -0.153 0.032 0.007 -0.2154
C -7.5850 6.7158 6.0886 0.003 -0.023 -0.031 -0.4263
C -7.1710 6.1831 4.8785 0.068 -0.014 -0.007 -0.1749
C -8.1088 5.9805 3.8799 0.021 0.031 0.012 0.0156
C -9.4273 6.3241 4.1394 -0.149 0.053 0.054 -0.4223
H -9.2991 7.4378 7.1756 0.063 0.002 0.019 0.3442
H -6.8840 6.8906 6.8936 -0.027 0.010 0.014 0.3562
H -6.1302 5.9290 4.7154 -0.010 -0.001 -0.006 0.3963
H -7.8270 5.5663 2.9220 -0.073 -0.039 0.003 0.2426
H -10.1955 6.1863 3.3863 0.051 -0.030 -0.038 0.3711
```
Forces are in eV/Å.

Calculated values
HOMO energy ... -0.3946 hartree
Total charge ... +1
HOMO-LUMO gap ... 7.16 eV
Strongest force on any atom ... 2.44 eV Å⁻¹